# 1
DFT (wB97M-V/def2-TZVPD) results for a molecular structure, C17H26FeNO2 in a non-equilibrium geometry.

Positions of all 47 atoms, in Å:
C -0.6279 -1.1484 -1.6357
C 0.3517 -1.1140 -0.5216
C 1.4301 -0.1683 -0.6660
Fe 2.7204 0.1406 -2.3274
C 2.5515 1.9763 -2.2247
O 2.1865 3.0793 -2.2887
C 1.4271 0.3960 -3.5994
O 0.7017 0.7967 -4.4190
C 4.5627 -0.2201 -1.6033
C 4.5852 0.3000 -2.9553
C 3.8293 -0.6011 -3.7852
C 3.3670 -1.6917 -2.9503
C 3.8112 -1.4402 -1.6117
H -1.5238 -1.7261 -1.4229
H -0.9471 -0.1121 -1.8331
H -0.1903 -1.5485 -2.5559
H 0.4077 -1.9378 0.1966
H 1.0102 0.8530 -0.6548
H 2.1911 -0.2977 0.1196
H 5.0966 0.2129 -0.7582
H 5.1591 1.1574 -3.2934
H 3.7415 -0.5439 -4.8640
H 2.8377 -2.5802 -3.2975
H 3.6706 -2.1106 -0.7626
C -2.3469 2.4917 3.2227
C -1.6182 1.5502 2.2700
C -1.2726 2.2489 0.9623
C -2.4361 0.2944 1.9905
C -2.9748 -0.4341 3.2291
C -3.1675 -1.8810 2.7696
C -2.3789 -2.0064 1.4515
N -1.6657 -0.7423 1.2989
H -3.2962 2.8322 2.7891
H -2.5604 2.0153 4.1844
H -1.7364 3.3774 3.4250
H -0.6901 1.2191 2.7596
H -2.1895 2.5651 0.4430
H -0.6601 3.1383 1.1546
H -0.7012 1.5954 0.2930
H -3.2962 0.6001 1.3516
H -2.2033 -0.3822 4.0034
H -3.8707 0.0504 3.6191
H -2.8011 -2.5844 3.5174
H -4.2234 -2.0816 2.5838
H -1.6659 -2.8389 1.4690
H -3.0557 -2.2086 0.5960
H -1.5387 -0.4905 0.3308

Forces on atoms 1 to 3 (eV/Å):
-0.9799 0.5502 0.4133
2.4516 0.3737 -1.4998
-2.1157 -0.9283 2.7246

Calculated values
molar mass	332.2	g/mol
charge	+1
Kohn-Sham gap (alpha / beta)	7.16 / 5.75	eV
DFT total energy	-58011.0602	eV
spin multiplicity	5



# 2
DFT (wB97M-V/def2-TZVPD) results for 3 unconnected molecules or ions with the total composition C8H5Cl8F in a non-equilibrium geometry.

Positions of all 22 atoms, in Å:
Cl -0.2532 -2.0071 -4.8942
C -0.4647 -1.1305 -6.3913
Cl 0.1317 0.5594 -6.2253
Cl 0.5610 -2.0325 -7.6902
Cl -2.2949 -0.9552 -6.8229
Cl 1.3296 -1.3405 -2.5008
C 1.6090 0.3606 -2.1262
Cl 2.5047 1.1256 -3.3982
Cl -0.0390 1.0588 -2.2071
Cl 2.5954 0.7041 -0.6474
F -0.6974 2.6452 4.8778
C -0.5584 1.5004 4.2507
C -1.3263 0.3671 4.6516
C -1.3127 -0.7660 3.8940
C -0.4616 -0.8639 2.8081
C 0.4263 0.1627 2.5475
C 0.3538 1.3879 3.2353
H -1.7401 0.3142 5.6478
H -1.9371 -1.6173 4.1215
H -0.4420 -1.7642 2.2119
H 1.0259 0.0622 1.6549
H 0.9899 2.2291 3.0024

Forces on atoms 1 to 3 (eV/Å):
-0.6585 0.1043 -0.8117
-0.2514 0.2764 -1.0109
-0.1355 -1.0032 -0.1679

Calculated values
molar mass	403.7	g/mol
SMILES	ClC(Cl)(Cl)Cl.ClC(Cl)(Cl)Cl.Fc1ccccc1
Kohn-Sham gap	8.64	eV
DFT total energy	-111272.0690	eV



# 3
DFT (wB97M-V/def2-TZVPD) results for 2 unconnected molecules or ions with the total composition C33H18BF9O in a non-equilibrium geometry.

Positions of all 62 atoms, in Å:
F -3.9941 -3.5866 2.9211
C -3.3137 -2.7374 2.0653
C -2.8704 -3.2049 0.8356
C -2.2083 -2.3213 -0.0152
F -1.7540 -2.8658 -1.1864
C -1.9732 -0.9460 0.2429
B -1.5625 0.1090 -0.8674
C -1.2256 -0.3921 -2.3576
C 0.0027 -0.6212 -3.0236
F 1.1841 -0.4881 -2.3277
C 0.2045 -0.9949 -4.3491
C -0.9370 -1.2550 -5.1268
F -0.7788 -1.7218 -6.4119
C -2.2023 -1.0334 -4.5854
C -2.2935 -0.6443 -3.2543
F -3.5772 -0.4967 -2.8026
C -2.4192 1.4654 -0.8849
C -1.9861 2.7168 -1.3866
F -0.6610 2.8553 -1.7467
C -2.7690 3.8580 -1.5856
C -4.1351 3.7654 -1.3204
F -4.9445 4.8691 -1.5111
C -4.6696 2.5859 -0.8362
C -3.8156 1.4944 -0.6494
F -4.4642 0.3611 -0.2536
C -2.4099 -0.5974 1.5441
F -2.2480 0.7018 1.9608
C -3.0406 -1.4305 2.4663
H -2.9888 -4.2523 0.5562
H 1.2041 -1.0846 -4.7574
H -3.0802 -1.1625 -5.2118
H -2.3237 4.7951 -1.9198
H -5.7276 2.5081 -0.5917
H -3.2898 -1.0860 3.4710
C 2.2044 0.2914 0.0682
C 3.0400 -0.2838 1.0031
C 4.2930 -1.0198 0.8064
C 4.7444 -1.1992 -0.5215
C 5.8263 -2.0489 -0.7849
C 6.4803 -2.7134 0.2535
C 6.0784 -2.4761 1.5738
C 5.0187 -1.6240 1.8575
O 2.7385 -0.1158 2.3171
C 1.7012 0.7104 2.7301
C 1.7327 1.0369 4.0817
C 0.8960 2.0195 4.5496
C 0.0402 2.6727 3.6481
C -0.0268 2.2948 2.2958
C 0.8228 1.2907 1.8022
C 0.9108 1.0153 0.2961
H 2.5673 0.3183 -0.9323
H 4.2177 -0.7030 -1.3148
H 6.1273 -2.1905 -1.8032
H 7.2913 -3.3998 0.0441
H 6.5920 -2.9726 2.3905
H 4.7203 -1.4514 2.9025
H 2.4505 0.4437 4.6924
H 0.9391 2.2487 5.6218
H -0.6164 3.4302 4.0468
H -0.6994 2.8210 1.6221
H 0.0325 0.4865 -0.0321
H 0.9446 1.9555 -0.3146

Forces on atoms 1 to 3 (eV/Å):
1.0080 1.1364 -1.1696
-0.0341 -0.1345 0.4062
-0.0046 -0.2333 -0.0396

Calculated values
molar mass	612.3	g/mol
SMILES	Fc1cc(F)c(B(c2c(F)cc(F)cc2F)c2c(F)cc(F)cc2F)c(F)c1.C1=C(c2ccccc2)Oc2ccccc2C1
Kohn-Sham gap	7.15	eV
DFT total energy	-61692.9235	eV



# 4
DFT (wB97M-V/def2-TZVPD) results for a molecular structure, C20H38GaN8S in a non-equilibrium geometry.

Positions of all 68 atoms, in Å:
Ga -0.1181 0.0130 -0.3283
N 1.6189 -1.3694 0.2859
C 3.0150 -0.9234 0.5429
C 3.1919 -0.3432 1.9379
C 2.6690 1.0787 2.1316
C 1.1788 1.2224 2.4427
N 0.3857 1.5188 1.2231
H 1.2941 -1.8135 1.1510
H 1.6560 -2.1178 -0.4111
H 3.3032 -0.1869 -0.2094
H 3.6782 -1.7887 0.4431
H 4.2634 -0.3292 2.1336
H 2.7533 -1.0139 2.6783
H 2.9166 1.6757 1.2508
H 3.2178 1.5159 2.9641
H 1.0482 2.0565 3.1400
H 0.7784 0.3233 2.9227
H 0.9002 2.2395 0.7075
H -0.4898 1.9522 1.5249
S -4.5896 -3.2191 3.4135
C -3.3526 -2.5007 2.4594
C -2.3264 -3.1533 1.7518
C -1.4046 -2.4159 1.0551
N -1.4079 -1.0704 1.0086
C -2.3983 -0.4324 1.6670
C -3.3578 -1.0895 2.3854
C -4.4442 -5.0076 3.2701
C -4.4963 -5.7391 4.4502
C -4.5382 -7.1280 4.3472
N -4.5302 -7.7284 3.1834
C -4.4843 -7.0511 2.0632
C -4.4519 -5.6596 2.0439
H -2.2436 -4.2272 1.7577
H -0.6264 -2.9222 0.4927
H -2.4123 0.6495 1.6018
H -4.1242 -0.5362 2.9047
H -4.5207 -5.2637 5.4186
H -4.5931 -7.7558 5.2242
H -4.4984 -7.6245 1.1493
H -4.4713 -5.1265 1.1051
C 3.6684 3.4672 -3.9047
C 2.4587 2.7564 -4.4966
N 1.3901 2.6184 -3.5083
C 0.4694 3.7510 -3.4603
C -0.8008 3.4657 -4.2518
C 1.3141 1.5946 -2.6880
C 2.3066 0.4839 -2.7790
N 0.4053 1.4910 -1.7180
H 4.4549 3.5172 -4.6496
H 4.0599 2.9428 -3.0388
H 3.4176 4.4789 -3.6039
H 2.7474 1.7852 -4.8927
H 2.0679 3.3474 -5.3253
H 0.9771 4.6057 -3.9060
H 0.2340 4.0196 -2.4262
H -0.5595 3.1355 -5.2588
H -1.3822 4.3775 -4.3316
H -1.4147 2.7037 -3.7766
H 2.3357 0.0391 -3.7721
H 2.0218 -0.2795 -2.0559
H 3.3094 0.8470 -2.5587
H -0.2697 2.2532 -1.7072
N -3.0782 0.0278 -1.1784
N -1.9083 -0.4108 -1.8896
H -3.9377 -0.3362 -1.5931
H -3.1326 1.0445 -1.2159
H -1.8476 -0.0340 -2.8463
H -1.9741 -1.4274 -1.9878

Forces on atoms 1 to 3 (eV/Å):
0.4210 0.2985 0.8667
-1.3912 0.2795 -0.7000
0.6243 0.2742 0.2255

Calculated values
molar mass	492.4	g/mol
charge	+3
Kohn-Sham gap	5.90	eV
DFT total energy	-96464.5458	eV



# 5
DFT (wB97M-V/def2-TZVPD) results for a single C3H3N5 molecule in a non-equilibrium geometry.

Positions of all 11 atoms, in Å:
N -0.0638 -1.1362 2.2287
C 0.0917 -0.7624 1.0187
N -0.1719 -1.6096 -0.1713
C -0.2718 -0.9995 -1.3466
N -0.7724 0.3032 -1.7215
N -0.6630 1.4363 -1.1463
C 0.3049 1.5637 -0.2788
N 0.7479 0.6957 0.6909
H 0.2069 -0.6136 3.1897
H -0.3178 -1.4971 -2.2990
H 0.9094 2.6193 -0.1646

Forces on atoms 1 to 3 (eV/Å):
0.6130 0.6565 -0.0872
0.0370 2.4322 0.3771
0.7515 2.5169 -1.1027

Calculated values
molar mass	109.1	g/mol
SMILES	N=c1ncnncn1
Kohn-Sham gap	7.53	eV
DFT total energy	-10604.1957	eV



# 6
DFT (wB97M-V/def2-TZVPD) results for a molecular structure, C23H22BrN5ORu.

Positions of all 53 atoms, in Å:
Ru -0.2096 0.0042 -0.1268
C -1.8224 -2.1799 -1.0275
N -1.6115 -0.7573 -1.4178
C -2.9015 0.0256 -1.3393
C -2.8315 1.2007 -0.3981
C -3.8767 2.0988 -0.2974
C -3.7817 3.1443 0.6084
C -2.6422 3.2593 1.3971
C -1.6393 2.3286 1.2537
N -1.7290 1.3155 0.3693
C -1.0596 -0.6986 -2.8049
C -0.4852 0.6715 -2.9706
C -0.4133 1.3845 -4.1470
C 0.1599 2.6505 -4.1250
C 0.6162 3.1682 -2.9207
C 0.5060 2.4055 -1.7763
N -0.0198 1.1707 -1.8058
C -0.4776 -2.8316 -0.8618
C -0.2861 -4.1767 -1.0877
C 0.9711 -4.7256 -0.8678
C 1.9885 -3.8945 -0.4316
C 1.7262 -2.5525 -0.2351
N 0.5165 -2.0091 -0.4448
H -2.4345 -2.6882 -1.7759
H -2.3710 -2.1879 -0.0826
H -3.6903 -0.6544 -1.0135
H -3.1742 0.3656 -2.3383
H -4.7553 1.9766 -0.9176
H -4.5879 3.8602 0.7009
H -2.5305 4.0610 2.1134
H -0.7349 2.3738 1.8456
H -1.8383 -0.9390 -3.5296
H -0.2696 -1.4463 -2.8899
H -0.7982 0.9581 -5.0637
H 0.2377 3.2299 -5.0357
H 1.0530 4.1552 -2.8617
H 0.8368 2.7755 -0.8157
H -1.1097 -4.7890 -1.4301
H 1.1489 -5.7790 -1.0389
H 2.9850 -4.2715 -0.2494
H 2.5121 -1.8922 0.0946
O 2.3469 -0.4115 5.5520
C 1.6664 -0.3325 4.4327
C 0.2935 -0.5996 4.3102
C -0.3023 -0.4817 3.0797
N 0.3799 -0.1221 1.9730
C 1.6869 0.1333 2.1253
Br 2.4615 0.6903 0.4654
C 2.3894 0.0603 3.2869
H 1.8159 -0.6797 6.3184
H -0.2959 -0.8938 5.1685
H -1.3595 -0.6763 2.9552
H 3.4427 0.2946 3.3535

Forces on atoms 1 to 3 (eV/Å):
0.1390 0.6705 -0.0974
0.0922 0.0010 0.0369
-0.3305 -0.1900 0.1345

Calculated values
molar mass	565.4	g/mol
charge	+3
Kohn-Sham gap (alpha / beta)	8.24 / 7.40	eV
DFT total energy	-106306.0157	eV
spin multiplicity	2



Question: Which value of DFT total energy does entry 3 give?
Answer: -61692.9235 eV



Question: What is the formula in the second record?
Answer: C8H5Cl8F



Question: Look up the molar mass of the sixth one.
Answer: 565.4 g/mol